(1)
Formula: C2H5N2O2
Source: the OMol25 dataset
Level of theory: the ωB97M-V functional and the def2-TZVPD basis

## Properties
- Relative energy (zero: lowest compared OMol25 entry of this formula, charge and spin): 13.4 kcal/mol
- Molecular weight: 89.07 g mol⁻¹
- Charge: -1
- Frontier orbital gap: 8.999 eV

Last column: Löwdin charge in e.
CARTESIAN COORDINATES (ANGSTROEM)
N  0.5327  -0.8144  0.5234  0.07
C  1.5607  -0.7236  -0.3540  -0.39
N  2.7650  -1.3277  -0.1781  -0.05
H  0.8092  -1.4624  1.2282  0.07
H  -0.4061  -0.4497  0.1389  0.04
H  1.3824  -0.1001  -1.2769  0.12
H  3.2778  -1.2349  -1.0509  -0.04
O  -1.6870  0.0857  -0.6719  -0.15
C  -1.9309  1.0910  0.0354  -0.67
O  -1.1829  1.7302  0.7604  -0.09
H  -2.9670  1.5095  -0.2524  0.10

Atoms 1-2, force components in eV/Å:
N 1.56 0.62 -2.10
C 2.09 -0.83 -0.21



(2)
Formula: C5H5NO
Source: the OMol25 dataset
Level of theory: the ωB97M-V functional and the def2-TZVPD basis

## Properties
- Relative energy (zero: lowest compared OMol25 entry of this formula, charge and spin): 110.7 kcal/mol
- Molecular weight: 95.10 g mol⁻¹
- SMILES: C1=N[C@H]2OC2=CC1
- Frontier orbital gap: 9.393 eV

Last column: Löwdin charge in e.
CARTESIAN COORDINATES (ANGSTROEM)
C  0.4344  -0.0873  1.2857  -0.05
C  0.5947  0.0021  -1.2358  -0.11
C  -0.7664  -0.5301  1.0475  -0.21
C  1.0232  0.7020  0.0252  -0.14
C  -1.5065  -0.4148  -0.3551  -0.21
N  -0.5617  -0.6122  -1.3872  0.07
O  -1.8230  -1.3195  0.7499  0.07
H  0.9549  -0.1437  2.2525  0.10
H  1.2391  -0.2959  -2.1162  0.13
H  0.5560  1.6678  -0.0054  0.10
H  2.1697  0.7996  0.0566  0.13
H  -2.3143  0.2319  -0.3179  0.12

Atoms 1-2, force components in eV/Å:
C 1.09 0.84 0.42
C -1.97 -2.80 -0.99



(3)
Formula: C36H72IO27Tl
Source: the OMol25 dataset
Level of theory: the ωB97M-V functional and the def2-TZVPD basis

## Properties
- Molecular weight: 1268.23 g mol⁻¹
- Charge: +2
- Frontier orbital gap: 1.776 eV

Last column: Löwdin charge in e.
CARTESIAN COORDINATES (ANGSTROEM)
Tl  -2.9483  3.6103  1.0691  1.08
I  -0.1064  0.9304  0.0067  0.86
C  3.9282  -0.7878  -2.7134  -0.05
C  3.2080  0.2818  -3.5659  -0.21
O  4.0499  0.4796  -4.6945  0.03
C  3.9000  1.6001  -5.4234  -0.53
O  3.1889  2.5751  -5.1135  0.08
O  4.4182  1.3943  -6.6364  0.01
C  4.2975  2.3318  -7.6918  -0.04
H  3.9678  -1.7312  -3.2578  0.09
H  3.4173  -1.0343  -1.7826  0.04
H  4.9043  -0.4038  -2.4169  0.09
H  3.1194  1.1215  -2.8766  0.10
H  2.2244  0.0760  -3.9881  0.12
H  4.1540  3.3588  -7.3561  0.09
H  3.4930  2.0366  -8.3654  0.10
H  5.2058  2.4135  -8.2888  0.10
C  -1.2492  6.6071  -4.3640  -0.03
C  -1.3005  5.9751  -3.0678  -0.30
O  -0.0264  5.7545  -2.6093  0.09
C  0.2372  5.0117  -1.5245  -0.54
O  -0.6499  4.5074  -0.7802  -0.02
O  1.4880  4.9601  -1.3844  0.10
C  2.0950  4.0000  -0.5385  -0.02
H  -0.6837  7.5320  -4.2500  0.11
H  -2.2300  6.7735  -4.8095  0.10
H  -0.8376  5.7823  -4.9456  0.10
H  -1.7878  5.0027  -3.1388  0.10
H  -1.8781  6.5472  -2.3418  0.14
H  3.1391  4.2217  -0.3173  0.12
H  2.1070  2.9892  -0.9463  0.06
H  1.6154  3.9338  0.4381  0.04
C  0.9402  -3.4447  -1.6746  -0.03
C  -0.4500  -2.8144  -1.7337  -0.21
O  -0.3497  -1.7086  -2.6791  -0.03
C  -0.9061  -1.8733  -3.9060  -0.51
O  -1.6769  -2.7939  -4.2695  0.09
O  -0.6056  -0.7546  -4.6438  -0.05
C  -0.9945  -0.8394  -6.0632  0.00
H  1.1603  -3.9596  -0.7394  0.08
H  1.7177  -2.6826  -1.7279  0.06
H  0.8679  -4.0677  -2.5660  0.10
H  -0.7387  -2.4955  -0.7322  0.08
H  -1.2177  -3.5643  -1.9243  0.13
H  -1.1670  0.1675  -6.4433  0.09
H  -1.8804  -1.4455  -6.2526  0.10
H  -0.1668  -1.3250  -6.5801  0.10
C  2.9943  -1.8830  1.5045  -0.03
C  3.6039  -1.9118  2.9545  -0.20
O  3.9393  -3.1349  3.4561  0.05
C  3.0728  -4.1229  3.7176  -0.51
O  1.9047  -4.0010  3.4049  0.12
O  3.7230  -5.1286  4.3950  0.00
C  3.0548  -6.3662  4.6781  -0.03
H  2.4353  -0.9559  1.3781  0.03
H  2.2709  -2.6393  1.1998  0.06
H  3.8373  -1.8748  0.8137  0.08
H  2.8193  -1.5816  3.6353  0.10
H  4.4224  -1.2174  3.1448  0.12
H  2.9377  -6.9742  3.7810  0.10
H  2.2186  -6.3036  5.3745  0.10
H  3.8043  -6.8866  5.2744  0.10
C  -4.6844  -7.1456  1.8595  -0.05
C  -4.8415  -6.2247  3.1300  -0.19
O  -4.3536  -4.9574  2.7551  0.02
C  -3.0419  -4.7425  2.8652  -0.58
O  -2.2324  -5.5819  3.2254  0.13
O  -2.7602  -3.4998  2.4958  0.00
C  -1.3925  -3.0205  2.5426  0.00
H  -5.2275  -6.7138  1.0188  0.07
H  -5.1722  -8.0912  2.0964  0.07
H  -3.6933  -7.3966  1.4816  0.08
H  -4.4554  -6.7844  3.9820  0.13
H  -5.8851  -6.0714  3.4048  0.12
H  -1.0358  -2.8619  1.5248  0.07
H  -0.7164  -3.7168  3.0388  0.09
H  -1.1924  -2.0827  3.0608  0.05
C  4.3545  1.8297  2.3273  -0.06
C  4.5284  1.5067  3.7735  -0.26
O  5.7157  0.7851  3.8289  0.00
C  6.3628  0.4829  4.9996  -0.51
O  5.9864  0.6862  6.1485  0.13
O  7.5534  -0.0423  4.6706  -0.02
C  8.5272  -0.4013  5.5955  -0.04
H  5.1684  2.4903  2.0284  0.10
H  3.3885  2.2906  2.1207  0.05
H  4.4238  1.0153  1.6062  0.07
H  3.7956  0.9098  4.3165  0.12
H  4.4999  2.4631  4.2956  0.13
H  9.3986  -0.9285  5.2071  0.10
H  8.0350  -1.0700  6.3017  0.10
H  8.8476  0.5528  6.0140  0.11
C  -6.5534  -1.5713  1.4949  -0.06
C  -5.0910  -1.5146  1.5001  -0.28
O  -4.5748  -1.2994  0.2127  -0.01
C  -4.2181  0.0559  -0.2400  -0.46
O  -4.1801  1.0345  0.4801  -0.03
O  -4.0212  0.0910  -1.5647  -0.01
C  -3.9928  -1.0652  -2.4247  0.00
H  -6.9707  -1.6451  2.4991  0.09
H  -6.9674  -2.4416  0.9856  0.09
H  -6.9362  -0.6411  1.0750  0.09
H  -4.7646  -2.5066  1.8124  0.10
H  -4.5809  -0.9042  2.2452  0.13
H  -3.6339  -0.6412  -3.3625  0.10
H  -4.9846  -1.5008  -2.5459  0.11
H  -3.3404  -1.8973  -2.1599  0.09
C  -7.1679  4.0899  -3.7596  -0.04
C  -5.9199  4.0050  -2.7898  -0.17
O  -4.8360  3.5557  -3.6411  0.02
C  -3.6932  3.1191  -3.0138  -0.47
O  -3.3772  3.1223  -1.8172  -0.04
O  -2.8413  2.7299  -4.0364  0.00
C  -1.5396  2.3681  -3.7277  -0.06
H  -6.9446  4.9307  -4.4164  0.07
H  -8.0816  4.4244  -3.2683  0.08
H  -7.2340  3.3417  -4.5495  0.08
H  -6.1734  3.2650  -2.0306  0.12
H  -5.5888  4.9403  -2.3386  0.12
H  -1.4683  1.8624  -2.7648  0.05
H  -0.8189  3.1824  -3.8030  0.10
H  -1.2734  1.5757  -4.4273  0.08
C  0.0636  -1.1558  4.9631  -0.03
C  -0.5231  0.2124  4.4785  -0.17
O  0.4607  1.1828  4.1834  0.03
C  0.2896  2.3620  3.6467  -0.53
O  -0.7966  2.6966  3.1713  -0.04
O  1.5009  3.0704  3.6081  -0.02
C  1.5548  4.3082  3.0222  -0.08
H  0.6691  -1.0828  5.8666  0.09
H  0.7747  -1.3795  4.1680  0.05
H  -0.6638  -1.9636  5.0440  0.08
H  -1.1148  0.7105  5.2466  0.14
H  -1.0908  0.0869  3.5565  0.10
H  1.0264  4.3345  2.0693  0.06
H  2.5757  4.6127  2.7913  0.11
H  1.1089  4.9924  3.7441  0.12

Atoms 1-2, force components in eV/Å:
Tl -0.08 -0.27 -0.34
I -0.04 0.41 -0.21



(4)
Formula: C33H68N2O8Si2
Source: the OMol25 dataset
Level of theory: the ωB97M-V functional and the def2-TZVPD basis

## Properties
- Molecular weight: 677.08 g mol⁻¹
- Frontier orbital gap: 9.358 eV

Last column: Löwdin charge in e.
CARTESIAN COORDINATES (ANGSTROEM)
C  6.0823  -0.5643  3.3613  0.10
C  5.2740  -1.4273  3.0628  -0.21
C  4.0770  -2.1884  2.7977  -0.23
Si  2.9351  -1.3571  1.5125  0.51
C  2.9362  0.4922  1.9576  -0.19
O  1.5979  0.8458  2.3667  -0.22
C  1.5806  1.9518  3.2662  -0.26
C  0.3518  2.7950  2.9333  -0.06
O  1.3899  -1.8922  1.8167  -0.25
Si  0.9660  -3.4561  1.4137  0.43
N  2.1102  -4.6553  1.9458  -0.04
C  -0.7011  -3.7751  2.2660  -0.25
C  -1.8991  -3.9233  1.2839  -0.25
C  -2.7898  -2.6606  1.2831  -0.19
C  -4.2921  -3.0024  1.4722  -0.19
C  -4.9484  -2.1925  2.6320  -0.18
C  -5.7696  -1.0141  2.0613  -0.21
C  -7.2512  -1.3737  1.8825  -0.20
C  -8.2343  -0.2287  2.1624  -0.21
C  -7.7754  1.1494  1.6985  -0.22
C  -7.8702  1.2762  0.1572  -0.16
C  -6.7967  2.2286  -0.3268  -0.24
O  -6.5915  2.0881  -1.7300  -0.20
C  -5.2167  2.0985  -2.0737  -0.10
N  3.4539  -1.6305  -0.1537  -0.11
C  4.2378  -2.8873  -0.3321  -0.09
C  4.3027  -0.5651  -0.6270  -0.54
C  4.0010  0.0473  -1.9755  0.02
O  5.2427  -0.1657  0.0110  0.09
H  6.9993  -0.0709  3.4802  0.01
H  4.3581  -3.1959  2.5136  0.06
H  3.4826  -2.2877  3.6996  0.09
H  3.5925  0.6879  2.7982  0.08
H  3.1792  1.1349  1.1088  0.08
H  1.4186  1.5376  4.2593  0.11
H  2.4918  2.5350  3.2192  0.10
H  0.6343  3.7270  2.4587  0.06
H  -0.2212  3.0299  3.8225  0.07
H  -0.3095  2.2281  2.2942  0.07
H  0.7020  -3.5813  -0.0386  0.02
H  2.2448  -5.3563  1.2274  0.00
H  1.7987  -5.1241  2.7827  0.04
H  -0.6002  -4.6913  2.8440  0.06
H  -0.8769  -2.9990  3.0036  0.07
H  -2.4570  -4.8057  1.5483  0.09
H  -1.4840  -4.0270  0.2871  0.06
H  -2.7107  -2.1568  0.3265  0.10
H  -2.4793  -1.9483  2.0322  0.09
H  -4.4417  -4.0595  1.6601  0.09
H  -4.8215  -2.7453  0.5629  0.10
H  -4.1707  -1.7945  3.2695  0.10
H  -5.6040  -2.8631  3.1735  0.09
H  -5.6466  -0.1784  2.7404  0.10
H  -5.3709  -0.7148  1.0988  0.10
H  -7.3831  -1.7734  0.8820  0.10
H  -7.5059  -2.1810  2.5599  0.10
H  -8.5367  -0.2018  3.2031  0.10
H  -9.1447  -0.4483  1.6057  0.11
H  -8.4704  1.8703  2.1217  0.11
H  -6.7947  1.4236  2.0639  0.09
H  -7.7703  0.2982  -0.2949  0.11
H  -8.8383  1.7200  -0.0375  0.11
H  -5.8645  2.0011  0.1896  0.11
H  -7.0572  3.2682  -0.1377  0.13
H  -5.1546  2.1294  -3.1515  0.06
H  -4.7470  2.9686  -1.6184  0.09
H  -4.7221  1.1887  -1.7299  0.09
H  3.9905  -3.6476  0.3970  0.05
H  3.9777  -3.3048  -1.3061  0.07
H  5.3056  -2.7142  -0.3643  0.09
H  3.2566  0.8230  -1.8474  0.09
H  4.9196  0.4427  -2.3747  0.08
H  3.6582  -0.7334  -2.6463  0.08
C  3.1403  6.0794  0.3815  -0.02
C  3.5882  5.2097  1.5304  -0.50
O  3.1545  5.3657  2.6494  0.06
C  4.6009  4.1386  1.2155  -0.02
H  2.4144  6.8063  0.7402  0.08
H  3.9967  6.6073  -0.0405  0.08
H  2.6755  5.4656  -0.3916  0.09
H  5.5104  4.5949  0.8271  0.05
H  4.1952  3.4466  0.4752  0.08
H  4.8369  3.5843  2.1228  0.08
C  8.7440  4.8878  -0.4050  -0.02
C  7.7248  5.4714  -1.3530  -0.49
O  6.5509  5.5201  -1.0668  0.06
C  8.2357  5.9912  -2.6743  -0.02
H  8.2460  4.5529  0.5021  0.08
H  9.2413  4.0356  -0.8702  0.09
H  9.4857  5.6437  -0.1429  0.09
H  8.7123  5.1848  -3.2335  0.09
H  8.9563  6.7928  -2.5064  0.09
H  7.4033  6.3806  -3.2558  0.08
C  -5.9626  3.6262  -5.7792  -0.02
C  -5.3845  2.3196  -6.2679  -0.50
O  -4.5228  1.7387  -5.6511  0.06
C  -5.9328  1.7705  -7.5629  -0.03
H  -5.4842  3.9074  -4.8440  0.07
H  -5.7866  4.4109  -6.5166  0.08
H  -7.0350  3.5198  -5.6089  0.09
H  -5.7557  2.4786  -8.3738  0.08
H  -7.0041  1.5877  -7.4668  0.09
H  -5.4342  0.8328  -7.7973  0.08
C  2.7324  -6.3096  -2.3136  -0.02
C  3.1773  -7.2830  -1.2493  -0.49
O  2.8028  -7.1801  -0.1039  0.06
C  4.1091  -8.3894  -1.6758  -0.02
H  2.0679  -5.5685  -1.8730  0.07
H  3.5985  -5.8002  -2.7391  0.08
H  2.1974  -6.8390  -3.1033  0.09
H  5.0323  -7.9662  -2.0743  0.09
H  3.6321  -9.0057  -2.4391  0.09
H  4.3478  -9.0124  -0.8171  0.08

Atoms 1-2, force components in eV/Å:
C -0.91 -2.03 -0.77
C 0.70 1.98 0.80



(5)
Formula: C33H36AlNO5S3
Source: the OMol25 dataset
Level of theory: the ωB97M-V functional and the def2-TZVPD basis

## Properties
- Molecular weight: 649.84 g mol⁻¹
- Charge: +2
- Frontier orbital gap: 8.919 eV

Last column: Löwdin charge in e.
CARTESIAN COORDINATES (ANGSTROEM)
Al  1.0065  -0.3984  0.0393  0.03
C  -1.2873  -3.5105  -1.5635  -0.04
C  0.0712  -4.1958  -1.7366  -0.36
C  0.2593  -5.2893  -0.6841  -0.05
C  1.1923  -3.1783  -1.7243  -0.17
C  1.7632  -2.7208  -2.9133  0.04
C  2.8322  -1.8382  -2.9309  0.00
C  3.3629  -1.3317  -1.7531  -0.25
C  4.5199  -0.3763  -1.7723  0.00
C  2.7753  -1.7403  -0.5474  -0.09
C  1.7280  -2.6913  -0.5350  -0.04
H  -2.0891  -4.2487  -1.5837  0.09
H  -1.4757  -2.7804  -2.3532  0.08
H  -1.3313  -2.9897  -0.6032  0.07
H  0.0853  -4.6666  -2.7224  0.14
H  0.0386  -4.9192  0.3211  0.08
H  1.2736  -5.6893  -0.6896  0.09
H  -0.4265  -6.1130  -0.8777  0.09
H  1.3778  -3.0977  -3.8541  0.14
H  3.2624  -1.5353  -3.8768  0.13
H  5.3592  -0.8151  -2.3126  0.10
H  4.8573  -0.1269  -0.7673  0.09
H  4.2525  0.5457  -2.2951  0.09
H  3.2912  -1.4814  0.3780  0.14
H  1.3969  -3.1105  0.4074  0.12
O  1.5385  1.1808  0.6401  -0.38
S  1.7234  2.6990  0.7789  1.18
C  1.7632  2.9313  2.5924  -0.25
C  2.0341  1.6231  3.3375  -0.21
C  0.7596  0.9114  3.8074  -0.20
C  1.0418  -0.5293  4.2500  -0.27
S  0.5549  -1.7668  3.0262  1.17
O  0.8403  -1.0819  1.6856  -0.39
C  -1.2041  -1.7455  3.2439  -0.38
C  -2.0543  -1.1970  2.2992  -0.06
C  -3.4234  -1.2581  2.5321  -0.04
C  -3.9143  -1.8594  3.6808  -0.04
C  -3.0428  -2.4186  4.6089  -0.04
C  -1.6769  -2.3745  4.3915  -0.08
C  0.1751  3.4089  0.3277  -0.40
C  0.2330  4.5848  -0.4049  -0.06
C  -0.9580  5.2063  -0.7539  -0.03
C  -2.1696  4.6404  -0.3858  -0.04
C  -2.2065  3.4484  0.3340  -0.05
C  -1.0286  2.8233  0.7027  -0.07
H  0.8255  3.4030  2.8841  0.11
H  2.5716  3.6480  2.7351  0.10
H  2.6574  1.8517  4.2030  0.13
H  2.6204  0.9536  2.7066  0.11
H  -0.0029  0.9170  3.0229  0.09
H  0.3323  1.4598  4.6477  0.14
H  0.4768  -0.8316  5.1327  0.10
H  2.0991  -0.7063  4.4540  0.11
H  -1.6787  -0.7462  1.3926  0.08
H  -4.1052  -0.8391  1.8045  0.12
H  -4.9811  -1.9061  3.8521  0.12
H  -3.4268  -2.9007  5.4971  0.12
H  -1.0008  -2.8355  5.1031  0.12
H  1.1849  4.9966  -0.7158  0.12
H  -0.9346  6.1249  -1.3237  0.12
H  -3.0942  5.1316  -0.6576  0.12
H  -3.1555  3.0120  0.6158  0.12
H  -1.0537  1.8954  1.2643  0.10
O  2.0402  0.9434  -4.0788  -0.23
S  1.2710  1.5019  -3.0187  0.71
O  1.7749  2.6183  -2.2718  -0.27
N  0.8891  0.2957  -1.9142  0.03
C  -0.4024  0.2964  -1.6736  -0.39
O  -0.7453  -0.3462  -0.6069  0.06
C  -1.2430  1.0958  -2.5615  -0.13
C  -2.6181  1.2356  -2.5967  0.02
C  -3.1515  2.0881  -3.5556  -0.03
C  -2.3252  2.7747  -4.4415  -0.02
C  -0.9378  2.6437  -4.3965  0.00
C  -0.4277  1.7937  -3.4421  -0.19
H  -3.2522  0.6860  -1.9136  0.13
H  -4.2234  2.2144  -3.6223  0.12
H  -2.7678  3.4246  -5.1845  0.12
H  -0.2965  3.1781  -5.0841  0.14

Atoms 1-2, force components in eV/Å:
Al 0.22 -0.07 -0.76
C 0.02 0.02 0.00



Question: Which of these has the lowest molecular weight?
Answer: C2H5N2O2



Question: frontier orbital gap of number 3 (C36H72IO27Tl)?
Answer: 1.776 eV



Question: molecular weight of number 2 (C5H5NO)?
Answer: 95.10 g mol⁻¹